1.
Here is C8H11N as an isolated structure in a non-equilibrium geometry from the Open Molecules 2025 dataset. Energies are from ωB97M-V/def2-TZVPD.

The value obtained for the HOMO-LUMO gap is 9.13 eV. The lowest unoccupied orbital energy comes out at 0.825 eV. Its HOMO energy is -8.3 eV.

Last column: Löwdin charge in e.
Cartesian coordinates (Å):
C (1.219, 2.638, 0.190)  0.090
C (0.770, 1.285, 0.093)  -0.322
C (1.240, 0.239, -0.906)  -0.128
C (-0.075, -0.712, -1.168)  -0.092
C (-0.264, -1.535, 0.394)  -0.423
C (-1.918, -1.447, 0.132)  -0.011
C (-1.275, -0.049, -0.422)  -0.206
C (-0.363, 0.689, 0.738)  -0.151
H (2.256, 2.926, -0.129)  0.072
H (0.742, 3.173, 0.988)  0.038
H (2.135, -0.475, -0.505)  0.145
H (1.757, 0.759, -1.837)  0.135
H (-0.344, -1.510, -1.893)  0.127
H (0.101, -2.655, 0.607)  0.160
H (-2.335, -2.158, -0.434)  0.027
H (-2.444, -1.608, 1.186)  0.132
H (-1.934, 0.548, -1.112)  0.127
H (-0.725, 1.086, 1.635)  0.115
H (1.285, -0.427, 1.120)  0.172
N (0.170, -0.766, 1.324)  -0.009

***

2.
Here is the molecule C8H11N in a non-equilibrium geometry from the Open Molecules 2025 dataset. Energies are from ωB97M-V/def2-TZVPD.

The value obtained for the HOMO-LUMO gap is 10.01 eV. The lowest unoccupied orbital energy comes out at 0.759 eV. Its HOMO energy is -9.3 eV. Its SMILES is C[C@H]1C[C@@H]2C[C@H]2[C@@H]1C#N.

Last column: Löwdin charge in e.
Cartesian coordinates (Å):
C (-0.158, -1.519, 1.794)  -0.112
C (0.102, -0.316, 0.919)  -0.337
C (1.451, -0.427, 0.037)  -0.105
C (0.765, -0.071, -1.297)  -0.246
C (0.424, 0.856, -2.466)  -0.066
C (-0.334, 1.028, -1.153)  -0.198
C (-1.189, 0.244, -0.010)  -0.156
C (-1.971, 1.213, 0.922)  -0.129
H (0.031, -2.471, 1.141)  0.101
H (-1.205, -1.300, 2.045)  0.067
H (0.639, -1.522, 2.736)  0.140
H (0.236, 0.397, 1.771)  0.124
H (2.245, 0.347, 0.356)  0.124
H (2.064, -1.358, 0.183)  0.110
H (0.144, -1.008, -1.564)  0.152
H (0.787, 1.847, -2.579)  0.078
H (-0.183, 0.534, -3.388)  0.125
H (0.118, 1.986, -0.801)  0.133
H (-1.773, -0.410, -0.552)  0.092
N (-2.192, 1.951, 1.907)  0.104

***

3.
Here is C8H11N as an isolated structure in a non-equilibrium geometry from the Open Molecules 2025 dataset. Energies are from ωB97M-V/def2-TZVPD.

The value obtained for the HOMO-LUMO gap is 9.40 eV. The lowest unoccupied orbital energy comes out at 0.995 eV. Its HOMO energy is -8.4 eV.

Last column: Löwdin charge in e.
Cartesian coordinates (Å):
C (0.491, -2.373, 0.801)  0.031
C (0.067, -1.030, 0.835)  -0.225
C (-1.498, -0.797, 0.633)  -0.029
C (-1.859, -0.051, -0.438)  -0.151
C (-1.273, 1.015, -1.234)  -0.144
C (0.107, 1.003, -0.646)  -0.381
C (1.575, 0.787, -0.663)  -0.080
C (1.136, 0.201, 0.892)  -0.236
H (0.018, -3.422, 0.947)  0.086
H (1.595, -2.437, 0.549)  0.060
H (-2.159, -1.375, 1.404)  0.140
H (-2.975, 0.133, -0.524)  0.118
H (-1.704, 1.946, -0.978)  0.108
H (-1.078, 0.765, -2.297)  0.143
H (0.177, -0.021, -0.613)  0.025
H (1.972, 0.029, -1.424)  0.125
H (2.144, 1.750, -0.155)  0.128
H (2.078, 0.104, 1.474)  0.124
H (0.908, 2.357, 0.545)  0.152
N (0.276, 1.416, 0.892)  0.005

***

4.
Here is the molecule C8H11N in a non-equilibrium geometry from the Open Molecules 2025 dataset. Energies are from ωB97M-V/def2-TZVPD.

The value obtained for the HOMO-LUMO gap (alpha / beta) is 7.24 / 7.27 eV. The lowest unoccupied orbital energy (alpha / beta) comes out at -1.347 / -1.327 eV. Its HOMO energy (alpha / beta) is -8.6 / -8.6 eV.

Last column: Löwdin charge in e.
Cartesian coordinates (Å):
C (2.977, -0.687, -1.802)  -0.269
C (0.480, -1.152, -1.215)  -0.204
C (1.880, -0.993, -1.192)  0.029
C (-0.045, -0.011, -0.397)  -0.298
C (-0.682, -0.131, 0.765)  -0.279
C (0.142, 1.333, -1.147)  -0.054
C (-1.264, 1.198, 1.338)  -0.060
C (-0.964, -1.222, 1.787)  -0.051
N (4.033, -0.190, -2.130)  0.154
H (0.015, -1.033, -2.218)  0.138
H (0.204, -2.144, -0.698)  0.151
H (-0.799, 1.851, -1.213)  0.056
H (0.689, 1.127, -2.066)  0.066
H (0.905, 1.991, -0.463)  0.145
H (-1.208, 2.121, 0.631)  0.091
H (-0.571, 1.358, 2.105)  0.055
H (-2.282, 0.935, 1.764)  0.099
H (-2.013, -1.566, 1.556)  0.105
H (-1.219, -0.745, 2.715)  0.058
H (-0.277, -2.040, 1.880)  0.070

***

5.
Here is an isolated ion of composition C8H11N2 and charge +1 in a non-equilibrium geometry from the Open Molecules 2025 dataset. Energies are from ωB97M-V/def2-TZVPD.

The charge is +1. The value obtained for the HOMO-LUMO gap is 7.94 eV. The lowest unoccupied orbital energy comes out at -4.699 eV. Its HOMO energy is -12.6 eV. Its SMILES is C=C/[NH+]=C1/C(=C)C=CN1C.

Last column: Löwdin charge in e.
Cartesian coordinates (Å):
C (0.465, -2.509, 0.201)  -0.008
C (0.399, -1.990, -1.038)  -0.029
C (0.064, -1.491, 1.165)  -0.161
C (-0.119, -0.197, 0.164)  -0.106
C (-0.199, -1.570, 2.476)  0.131
C (-0.069, 3.383, 0.723)  0.050
C (0.110, 2.253, 0.118)  -0.168
C (-0.212, -0.151, -2.426)  -0.006
N (0.186, -0.578, -1.085)  -0.061
N (-0.114, 0.992, 0.765)  0.102
H (0.463, -3.538, 0.434)  0.115
H (0.544, -2.444, -1.997)  0.125
H (-0.445, -0.696, 3.049)  0.069
H (-0.156, -2.617, 2.873)  0.113
H (0.427, 4.222, 0.290)  0.075
H (-0.380, 3.527, 1.745)  0.081
H (0.561, 2.094, -0.952)  0.145
H (0.335, -0.812, -3.118)  0.100
H (-1.372, -0.127, -2.579)  0.143
H (-0.031, 0.973, -2.540)  0.096
H (-0.457, 1.279, 1.734)  0.194

***

6.
Here is C8H11N2O2 as an isolated structure in a non-equilibrium geometry from the Open Molecules 2025 dataset. Energies are from ωB97M-V/def2-TZVPD.

The charge is +1. The value obtained for the HOMO-LUMO gap (alpha / beta) is 7.95 / 7.95 eV. The lowest unoccupied orbital energy (alpha / beta) comes out at -4.109 / -4.110 eV. Its HOMO energy (alpha / beta) is -12.1 / -12.1 eV.

Last column: Löwdin charge in e.
Cartesian coordinates (Å):
C (0.998, 2.108, -0.434)  -0.012
C (2.025, 1.174, -0.235)  -0.041
C (-0.288, 0.329, 0.260)  -0.084
C (3.573, -1.423, 0.353)  0.073
C (2.245, -1.232, 0.400)  -0.169
C (-2.195, -1.004, -0.342)  -0.349
C (-2.759, -2.276, 0.185)  0.052
C (-1.435, 2.366, -0.192)  0.055
N (-0.207, 1.522, -0.175)  -0.061
N (1.620, -0.068, 0.016)  0.076
O (-2.467, -0.311, -1.284)  0.190
O (-1.115, -0.570, 0.526)  0.142
H (1.104, 3.090, -0.676)  0.101
H (2.982, 1.384, -0.595)  0.125
H (3.942, -2.204, 0.913)  0.046
H (4.219, -0.705, 0.023)  0.037
H (1.670, -2.135, 0.718)  0.135
H (-2.178, -2.532, 1.071)  0.095
H (-2.815, -3.170, -0.367)  0.090
H (-3.790, -2.106, 0.615)  0.137
H (-2.151, 1.745, 0.314)  0.088
H (-1.285, 3.462, 0.166)  0.150
H (-1.693, 2.555, -1.259)  0.123

***

7.
Here is C8H11N2O3 as an isolated structure in a non-equilibrium geometry from the Open Molecules 2025 dataset. Energies are from ωB97M-V/def2-TZVPD.

The charge is +1. The value obtained for the HOMO-LUMO gap is 9.55 eV. The lowest unoccupied orbital energy comes out at -4.237 eV. Its HOMO energy is -13.8 eV.

Last column: Löwdin charge in e.
Cartesian coordinates (Å):
C (1.391, -0.398, 0.231)  -0.187
C (-2.357, 0.170, -0.514)  -0.373
C (2.674, -0.692, 0.197)  0.115
C (3.703, 0.403, -0.072)  -0.419
C (-0.453, 0.374, 0.117)  -0.252
C (5.082, -0.107, -0.306)  0.001
C (-4.460, 0.895, 0.626)  -0.079
C (-3.812, 0.264, -0.600)  -0.144
N (-1.569, 0.906, 0.354)  0.254
N (0.155, -1.158, 0.449)  0.271
O (3.365, 1.551, -0.095)  0.149
O (0.757, 0.815, 0.026)  0.242
O (-1.592, -0.532, -1.218)  0.072
H (3.017, -1.702, 0.360)  0.136
H (5.797, 0.698, -0.153)  0.101
H (5.321, -0.951, 0.335)  0.090
H (5.163, -0.432, -1.344)  0.108
H (-4.138, 1.927, 0.738)  0.083
H (-4.194, 0.353, 1.528)  0.080
H (-5.540, 0.878, 0.519)  0.084
H (-4.028, 0.869, -1.491)  0.149
H (-4.209, -0.732, -0.818)  0.140
H (-0.083, -1.861, -0.261)  0.181
H (0.009, -1.537, 1.391)  0.196

***

8.
Here is an isolated ion of composition C8H11N2O4 and charge +1 in a non-equilibrium geometry from the Open Molecules 2025 dataset. Energies are from ωB97M-V/def2-TZVPD.

The charge is +1. The value obtained for the HOMO-LUMO gap is 9.90 eV. The lowest unoccupied orbital energy comes out at -3.996 eV. Its HOMO energy is -13.9 eV. Its SMILES is O[C@H]1CO[C@@]23CN2C=[N+]=C1OC[C@@H]3O.

Last column: Löwdin charge in e.
Cartesian coordinates (Å):
C (-0.669, -1.675, -0.889)  -0.066
C (1.811, -0.804, -1.244)  0.079
C (0.611, -0.464, 1.921)  -0.014
C (-1.218, 1.402, -0.914)  0.009
C (-1.005, -0.466, 2.211)  -0.229
C (0.367, 1.502, -1.082)  -0.203
C (1.034, 0.207, -0.501)  -0.309
C (-1.551, -0.303, 0.762)  -0.245
N (0.474, -1.066, -0.878)  0.042
N (-1.549, -1.361, 0.017)  0.216
O (1.156, 0.406, 0.880)  -0.034
O (-1.605, 0.961, 0.446)  0.076
O (-1.278, -1.648, 2.874)  0.022
O (0.545, 1.478, -2.460)  0.011
H (-0.631, -2.742, -1.162)  0.176
H (2.464, -1.517, -0.706)  0.161
H (1.846, -0.667, -2.326)  0.143
H (1.280, -0.154, 2.797)  0.169
H (0.832, -1.522, 1.807)  0.126
H (-1.838, 2.276, -0.964)  0.134
H (-1.576, 0.758, -1.770)  0.154
H (-1.485, 0.343, 2.738)  0.154
H (0.801, 2.223, -0.447)  0.149
H (-1.952, -1.431, 3.553)  0.138
H (0.206, 2.199, -3.019)  0.141

***

Q: Which ΔE to the lowest compared entry with this formula, charge and spin values were calculated for the entries above? A: 517.5 454.9 787.1 427.7 266.4 506.3 336.0 33.3, in kJ/mol.